[1]
{
  "formula": "C17H14N2O5S3Tl",
  "method": "ωB97M-V with the def2-TZVPD basis set",
  "energy_ha": -2509.116273,
  "gap_ha": 0.271,
  "e_lumo_ev": 2.60,
  "charge": -1,
  "symbols": ["Tl", "N", "C", "N", "C", "C", "C", "C", "C", "C", "S", "H", "H", "H", "H", "H", "H", "C", "O", "C", "S", "S", "H", "H", "H", "O", "C", "O", "C", "C", "C", "C", "O", "C", "O", "C", "C", "H", "H", "H", "H", "H"],
  "xyz": [[2.1766, 1.2101, 2.5911], [2.2625, -2.6453, 1.5281], [1.0524, -2.1921, 1.1592], [0.2831, -1.4438, 1.9326], [-0.9943, -1.3502, 1.3688], [-2.0061, -0.5344, 1.9436], [-3.2332, -0.4374, 1.2908], [-3.3966, -1.1311, 0.0764], [-2.3950, -1.8967, -0.4962], [-1.1842, -2.0111, 0.1460], [0.2857, -2.7843, -0.3446], [2.7205, -2.2450, 2.3713], [3.0000, -2.8533, 0.8000], [-1.8320, -0.0636, 2.8906], [-3.9937, 0.1869, 1.6910], [-4.3354, -1.1133, -0.4496], [-2.5750, -2.3752, -1.4880], [7.0927, 0.5319, 0.7653], [6.6236, -0.3255, 1.8137], [5.2850, -0.4812, 1.9565], [4.8039, -1.2836, 3.3587], [4.2067, 0.0583, 0.7005], [8.1547, 0.6414, 0.8321], [6.6318, 1.5444, 0.7896], [6.8910, 0.0282, -0.1985], [-0.3042, 2.0535, 1.5392], [0.1632, 1.6818, 0.4586], [1.3589, 1.3836, 0.2727], [-0.8101, 1.5126, -0.7221], [-0.4252, 0.8980, -1.9239], [-1.3452, 0.7069, -2.9933], [-2.6412, 1.1059, -2.7426], [-3.7410, 0.9447, -3.5415], [-4.8297, 1.3160, -2.6836], [-4.3243, 2.0886, -1.5792], [-2.9588, 1.7645, -1.5666], [-2.1062, 1.9933, -0.5314], [0.6202, 0.5743, -1.9846], [-1.0635, 0.1764, -3.9040], [-5.2544, 0.3898, -2.3033], [-5.4826, 1.9795, -3.2512], [-2.3805, 2.3967, 0.4279]]
}

[2]
{
  "formula": "C39H42As2IKN4O2P",
  "method": "ωB97M-V with the def2-TZVPD basis set",
  "energy_ha": -7591.468530,
  "gap_ha": 0.245,
  "e_lumo_ev": 2.08,
  "charge": -1,
  "symbols": ["K", "C", "N", "C", "C", "C", "C", "C", "N", "C", "C", "C", "C", "C", "C", "H", "H", "H", "H", "H", "H", "H", "H", "H", "H", "H", "O", "C", "O", "C", "P", "C", "C", "C", "C", "C", "C", "C", "C", "C", "C", "C", "C", "H", "H", "H", "H", "H", "H", "H", "H", "H", "H", "H", "H", "C", "As", "C", "C", "C", "C", "C", "C", "C", "As", "C", "C", "H", "H", "H", "H", "H", "H", "H", "H", "H", "H", "H", "H", "H", "H", "H", "H", "I", "C", "C", "N", "N", "C", "H", "H", "H"],
  "xyz": [[-0.4216, 0.9933, -1.1254], [-0.3222, 4.2959, 0.4648], [-1.0961, 3.1411, 0.0219], [-2.0713, 3.3666, -0.7850], [-2.9879, 2.3798, -1.3167], [-4.1209, 2.6793, -2.1001], [-4.7908, 1.4691, -2.3058], [-4.0184, 0.4998, -1.6310], [-2.9392, 1.0290, -1.0357], [-0.4093, 4.4846, 1.9653], [-0.3653, 3.3759, 2.8112], [-0.4297, 3.5304, 4.1890], [-0.5395, 4.8028, 4.7454], [-0.5807, 5.9117, 3.9096], [-0.5166, 5.7501, 2.5280], [-0.6270, 5.2185, -0.0387], [0.7329, 4.1381, 0.2109], [-2.2709, 4.3890, -1.1169], [-4.4063, 3.6620, -2.4547], [-5.7030, 1.3035, -2.8626], [-4.2164, -0.5664, -1.5616], [-0.2867, 2.3901, 2.3687], [-0.3975, 2.6568, 4.8313], [-0.5979, 4.9258, 5.8216], [-0.6716, 6.9059, 4.3313], [-0.5576, 6.6199, 1.8778], [3.4564, 2.7083, -2.4598], [2.8149, 1.9313, -1.7656], [1.7094, 1.3265, -2.0656], [3.2613, 1.5312, -0.3410], [2.2540, 0.0151, 0.0336], [2.8956, -0.5683, 1.6720], [3.5591, 0.2548, 2.5803], [3.8964, -0.2028, 3.8558], [3.5824, -1.4977, 4.2415], [2.9173, -2.3350, 3.3459], [2.5725, -1.8691, 2.0854], [3.1997, -1.1850, -1.0428], [4.4919, -1.6151, -0.7209], [5.1952, -2.4742, -1.5610], [4.6171, -2.9216, -2.7452], [3.3347, -2.5078, -3.0767], [2.6379, -1.6517, -2.2305], [3.0147, 2.3513, 0.3397], [4.3333, 1.3592, -0.3059], [3.8201, 1.2703, 2.2974], [4.4105, 0.4584, 4.5456], [3.8466, -1.8537, 5.2320], [2.6560, -3.3461, 3.6384], [2.0351, -2.5245, 1.4040], [4.9568, -1.2767, 0.2001], [6.1969, -2.7884, -1.2927], [5.1630, -3.5913, -3.4022], [2.8697, -2.8494, -3.9952], [1.6402, -1.3454, -2.4959], [-3.2042, 0.7732, 2.0921], [-1.6023, -0.1378, 1.4300], [-0.7654, -0.4655, 3.1908], [-2.3423, -1.9802, 1.2966], [-3.2472, -2.4161, 2.2762], [-3.7317, -3.7142, 2.2938], [-3.3123, -4.6150, 1.3160], [-2.4332, -4.1917, 0.3317], [-1.9416, -2.8793, 0.2980], [-0.7967, -2.2943, -1.2186], [0.4210, -3.8290, -1.2662], [-1.9780, -2.9419, -2.6404], [-3.3772, 0.5791, 3.1486], [-4.0603, 0.4596, 1.4963], [-3.0586, 1.8428, 1.9332], [-1.4385, -0.9961, 3.8647], [-0.4886, 0.4911, 3.6402], [0.1451, -1.0503, 3.0514], [-3.5780, -1.7230, 3.0420], [-4.4300, -4.0232, 3.0644], [-3.6750, -5.6364, 1.3163], [-2.1387, -4.8972, -0.4350], [-0.1016, -4.7602, -1.0557], [1.2376, -3.6972, -0.5547], [0.8532, -3.8755, -2.2659], [-2.2595, -3.9779, -2.4766], [-1.4449, -2.8492, -3.5852], [-2.8707, -2.3143, -2.6795], [-0.6299, -0.2624, -8.2860], [-0.3451, -0.0445, -6.2628], [0.7014, 0.5996, -5.6396], [0.4733, 0.4774, -4.3199], [-0.6539, -0.1972, -4.0350], [-1.1645, -0.5245, -5.2191], [1.5618, 1.1218, -6.0312], [1.0470, 0.8636, -3.5384], [-2.0978, -1.0692, -5.2858]]
}

[3]
{
  "formula": "C11H27BN5O9PS",
  "method": "ωB97M-V with the def2-TZVPD basis set",
  "energy_ha": -2150.730836,
  "gap_ha": 0.274,
  "e_lumo_ev": -0.61,
  "symbols": ["C", "N", "C", "B", "O", "N", "C", "N", "P", "N", "O", "O", "N", "C", "S", "O", "O", "C", "O", "O", "H", "H", "H", "H", "H", "H", "H", "H", "H", "H", "H", "H", "H", "H", "H", "C", "C", "O", "C", "H", "H", "H", "H", "H", "H", "C", "C", "O", "C", "H", "H", "H", "H", "H", "H"],
  "xyz": [[-3.1653, 0.3376, 3.9643], [-3.9399, 0.9766, 2.8784], [-4.3466, 2.3357, 3.2903], [-3.2320, 0.9530, 1.6419], [-3.8124, 1.5297, 0.5046], [-1.9272, 0.3025, 1.4648], [-1.3808, 0.3616, 0.2059], [-0.5870, 1.3644, -0.1417], [-0.1090, 2.6993, 0.8161], [0.9191, 3.4912, -0.0140], [-1.3437, 3.6447, 1.1668], [0.6158, 2.1775, 2.1496], [-1.5398, -0.5987, -0.7345], [-0.4565, -1.5731, -0.7603], [-0.4815, -2.8695, 0.5239], [-1.0199, -2.4199, 1.7755], [0.9040, -3.2669, 0.6400], [-2.9259, -1.2069, -0.7638], [-3.4391, -1.1588, -1.8800], [-3.4053, -1.7047, 0.2444], [-2.2135, 0.8732, 4.1107], [-3.7689, 0.3501, 4.8690], [-2.9348, -0.6868, 3.6756], [-3.6682, 2.6835, 4.0744], [-4.4065, 3.0285, 2.4563], [-5.3407, 2.2855, 3.7431], [-3.5059, 2.4318, 0.3698], [-1.2461, 0.5149, 2.1843], [-0.1895, 1.3541, -1.0755], [1.8120, 3.5183, 0.4617], [-1.6103, 4.1559, 0.3882], [-0.0059, 2.0345, 2.8822], [-0.4865, -2.0810, -1.7303], [0.5358, -1.1270, -0.6860], [-1.1761, -3.9477, 0.0687], [4.8356, 0.5526, -0.5724], [3.9681, 0.6062, 0.6604], [2.7724, 0.4405, 0.5983], [4.6565, 0.8752, 1.9752], [4.2142, 0.3527, -1.4425], [5.3440, 1.5078, -0.7133], [5.5739, -0.2447, -0.4746], [5.1575, 1.8441, 1.9432], [5.3869, 0.0916, 2.1811], [3.9177, 0.8861, 2.7734], [2.8449, -2.9596, -4.3789], [1.3853, -2.5919, -4.4688], [0.7610, -2.2493, -3.4905], [0.7358, -2.6687, -5.8265], [3.1798, -2.8605, -3.3485], [2.9893, -3.9923, -4.6992], [3.4367, -2.2941, -5.0094], [0.7905, -3.6891, -6.2087], [1.2374, -1.9907, -6.5187], [-0.3093, -2.3789, -5.7439]]
}

[4]
{
  "formula": "C4H9NOS",
  "method": "ωB97M-V with the def2-TZVPD basis set",
  "energy_ha": -685.948941,
  "gap_ha": 0.367,
  "e_lumo_ev": 0.72,
  "smiles": "N[C@H](C=O)CCS",
  "symbols": ["O", "C", "C", "C", "C", "S", "N", "H", "H", "H", "H", "H", "H", "H", "H", "H"],
  "xyz": [[-1.7398, -1.0876, 2.0746], [-1.2269, -0.1121, 1.6084], [0.0063, -0.2264, 0.6625], [-0.6763, 0.0830, -0.6974], [0.3970, 0.6092, -1.7353], [1.3466, 2.0188, -1.0196], [0.8081, -1.5013, 0.6436], [-1.5495, 0.9396, 1.7015], [0.5945, 0.5440, 1.0798], [-1.3557, 0.9301, -0.4239], [-1.2836, -0.7767, -1.0028], [1.0869, -0.0683, -2.1859], [0.0593, 1.1329, -2.5876], [2.2295, 1.3134, -0.3579], [0.0466, -2.1795, 0.6433], [1.2569, -1.6192, 1.5966]]
}

[5]
{
  "formula": "C5H10N",
  "method": "ωB97M-V with the def2-TZVPD basis set",
  "energy_ha": -250.913371,
  "gap_ha": 0.405,
  "e_lumo_ev": -3.56,
  "smiles": "CC1=C[C@]1(C)[NH3+]",
  "charge": 1,
  "symbols": ["C", "C", "C", "C", "C", "N", "H", "H", "H", "H", "H", "H", "H", "H", "H", "H"],
  "xyz": [[-1.3438, -0.2932, 0.7501], [-0.7107, -0.7937, -0.2666], [0.1100, 0.3298, 0.4523], [-0.6636, -1.7503, -1.3941], [1.3323, 0.1447, 1.3283], [0.1429, 1.7297, -0.2638], [-2.2072, -0.1879, 1.4542], [0.2067, -2.3219, -1.4180], [-0.4803, -1.1326, -2.2345], [-1.5796, -2.2383, -1.5411], [1.2450, 0.9303, 2.0672], [2.1509, 0.2835, 0.7275], [1.3198, -0.8645, 1.5451], [-0.6041, 1.6665, -0.9276], [1.0221, 2.0827, -0.7698], [0.0597, 2.4152, 0.4906]]
}

[6]
{
  "formula": "C4H7NO2",
  "method": "ωB97M-V with the def2-TZVPD basis set",
  "energy_ha": -361.774502,
  "gap_ha": 0.377,
  "e_lumo_ev": 0.64,
  "smiles": "[H]/N=C(\\C)OCC=O",
  "symbols": ["C", "C", "N", "O", "C", "C", "O", "H", "H", "H", "H", "H", "H", "H"],
  "xyz": [[0.2468, 1.8998, 0.1272], [0.7624, 0.5113, -0.1811], [1.5444, -0.1465, 0.5686], [0.2018, -0.1424, -1.2680], [-0.9968, -1.0323, -0.8227], [-0.4058, -1.8959, 0.2421], [-0.1974, -1.4242, 1.3343], [-0.6151, 1.8088, 0.7995], [1.0102, 2.4871, 0.6521], [-0.0612, 2.4443, -0.7675], [1.6657, 0.3267, 1.4674], [-1.7490, -0.3459, -0.4284], [-1.4121, -1.6154, -1.6647], [0.0061, -2.8754, -0.0588]]
}

[7]
{
  "formula": "C4H5NO",
  "method": "ωB97M-V with the def2-TZVPD basis set",
  "energy_ha": -285.378237,
  "gap_ha": 0.408,
  "e_lumo_ev": 0.45,
  "smiles": "C[C@H](C#N)C=O",
  "symbols": ["C", "C", "C", "O", "C", "N", "H", "H", "H", "H", "H"],
  "xyz": [[-1.0283, -0.6864, 0.4681], [0.1212, 0.3428, 0.2261], [1.1534, -0.3887, -0.6379], [1.1628, -1.5911, -0.6679], [-0.0321, 1.7288, -0.2962], [0.0576, 2.8248, -0.6658], [-1.7453, -0.3329, 1.2053], [-1.5394, -0.9950, -0.4484], [-0.5966, -1.6234, 0.8521], [0.5759, 0.5285, 1.2087], [1.8707, 0.1926, -1.2441]]
}

[8]
{
  "formula": "C5H11NO4S",
  "method": "ωB97M-V with the def2-TZVPD basis set",
  "energy_ha": -950.900508,
  "gap_ha": 0.329,
  "e_lumo_ev": -0.08,
  "symbols": ["C", "C", "C", "C", "C", "N", "O", "O", "O", "O", "S", "H", "H", "H", "H", "H", "H", "H", "H", "H", "H", "H"],
  "xyz": [[1.1601, -0.5284, -0.6431], [-0.2325, 0.0730, -0.4101], [-2.1540, 1.4730, 0.4741], [2.1558, -0.3285, 0.4645], [-0.5861, 1.2506, 0.3774], [-1.1003, -0.0780, -1.4885], [-0.0472, -2.8876, 1.5019], [-1.4678, -2.6338, -0.4544], [0.9824, -1.9374, -0.6363], [2.5373, 0.9636, 0.7860], [-0.4107, -2.1247, 0.3431], [1.5956, -0.0512, -1.5248], [-2.5943, 0.6346, 0.8317], [-2.4746, 1.8768, -0.4021], [-2.4976, 2.2932, 1.2611], [2.9853, -0.8778, 0.2447], [1.6111, -0.9387, 1.3187], [0.0455, 1.1746, 1.2525], [-0.1481, 2.1953, -0.1129], [-0.6079, -0.6475, -2.1439], [-2.0544, -0.3221, -1.3831], [3.3027, 1.4210, 0.3437]]
}

no.,highest occupied orbital energy (Eh)
1,-0.176
2,-0.169
3,-0.296
4,-0.341
5,-0.536
6,-0.354
7,-0.392
8,-0.332